Entry from the Open Molecules 2025 dataset: a structure of composition C35H40MnN4O4Si2 (wB97M-V/def2-TZVPD).

XYZ file:
```
86
Properties=species:S:1:pos:R:3:forces:R:3
Mn -0.251690 1.128473 0.130135 0.615 -0.225 0.169
Si 0.072348 -3.438418 -1.262414 -0.162 0.032 0.061
Si 0.433638 -3.313162 1.908850 -0.075 0.026 0.057
O -0.442586 1.083378 2.046657 -0.131 -0.034 -0.240
O 0.763737 1.265840 -4.207351 0.063 0.031 -0.020
O -0.194082 0.864480 -1.857340 0.246 0.017 0.062
O 2.448061 2.062022 -1.528402 0.063 0.076 0.174
N -2.445343 0.548357 -1.585910 -0.139 0.009 -0.162
N -2.076249 0.680894 -0.252928 0.068 0.076 0.026
N 2.038589 1.555827 0.670061 -0.573 -0.011 0.030
N -0.117276 3.107616 -0.062769 -0.242 0.148 -0.104
C 0.009637 -2.140582 3.336592 -0.004 -0.042 0.039
C -1.093132 5.232371 -0.547723 -0.020 0.136 -0.018
C -3.880811 0.357278 4.223952 -0.015 0.002 0.046
C 1.981300 2.958544 1.004816 0.079 0.011 0.115
C -1.381533 0.663554 -2.330822 -0.036 0.056 0.191
C -0.444102 0.892373 -4.647263 -0.055 -0.003 0.006
C -2.793807 0.532978 2.046451 -0.008 0.011 0.147
C -1.079883 3.842430 -0.587323 -0.100 0.042 -0.053
C 3.452817 1.273895 2.575903 -0.014 -0.053 -0.029
C 1.714023 -3.403937 -2.243777 0.039 -0.038 0.012
C 0.985217 5.154265 0.656962 -0.036 -0.030 -0.015
C 0.940089 3.729639 0.537246 0.173 -0.065 0.037
C -1.174060 -2.794720 -2.545092 -0.041 -0.027 -0.022
C -2.904972 0.135250 -5.743911 -0.021 -0.001 -0.041
C -2.665376 0.692388 4.840124 -0.019 -0.007 -0.037
C 2.883713 -0.181433 -0.850474 -0.020 -0.201 0.037
C -0.244174 -5.308030 -1.085558 0.003 -0.080 -0.103
C -1.828144 0.438695 -6.575064 -0.049 -0.023 0.052
C 2.465784 1.242887 -0.631770 0.212 0.022 -0.360
C -2.975226 0.422914 0.621892 -0.229 -0.084 0.110
C -0.445473 -4.949480 2.353471 0.024 -0.012 0.062
C -1.527872 0.592600 -3.802157 0.049 -0.005 -0.127
C -0.015469 -2.619567 0.324388 0.236 -0.043 -0.065
C 3.074920 4.946161 1.867944 0.082 -0.004 0.047
C -2.741522 0.215769 -4.373880 -0.027 -0.018 0.016
C -1.553702 0.861970 2.669976 -0.090 0.042 0.075
C 2.513180 0.744350 1.775457 0.051 0.015 0.008
C -0.616338 0.811993 -6.033918 0.064 0.021 -0.014
C -0.047255 5.883798 0.097379 -0.076 -0.067 -0.044
C 3.860925 2.645963 2.478346 0.214 0.087 0.100
C 3.027903 3.505110 1.786539 -0.005 -0.176 -0.071
C -3.919650 0.284212 2.852719 0.000 -0.015 -0.069
C 2.114042 5.725659 1.329438 -0.050 0.073 -0.041
C -1.545995 0.935326 4.088810 0.038 0.046 0.017
C 2.273225 -3.774327 2.170625 0.067 0.011 -0.008
H -2.605158 0.749190 5.921471 -0.001 0.001 0.010
H 3.764803 -0.412322 -0.248231 -0.007 0.023 0.017
H 2.529065 -3.819893 -1.639947 -0.024 0.021 -0.042
H -3.948798 0.103929 0.252749 -0.018 -0.004 0.008
H 0.236422 1.046548 -6.659804 -0.020 -0.004 0.013
H 1.650209 -3.972850 -3.181243 -0.015 0.012 0.071
H 2.614709 -4.428401 1.358761 -0.018 0.028 0.053
H 2.173269 6.807400 1.404431 0.002 -0.009 0.004
H -0.343087 -5.752245 -2.084674 0.024 -0.020 0.081
H 2.451211 -4.288521 3.124819 -0.008 0.034 -0.051
H -2.109476 -2.474024 -2.074024 0.094 -0.033 -0.049
H -3.552229 -0.024775 -3.698082 0.016 0.004 -0.021
H 0.574362 -2.388493 4.243927 -0.045 -0.005 -0.027
H -4.764623 0.154025 4.815653 -0.003 -0.002 -0.010
H -0.090063 -5.790921 1.751901 -0.014 0.025 0.013
H -0.115168 -1.531299 0.336141 -0.109 0.131 -0.030
H 0.749256 1.258490 -3.218048 -0.008 -0.025 0.016
H -0.265347 -5.189333 3.409883 -0.021 -0.013 -0.060
H 3.835140 0.660043 3.384828 0.005 -0.016 -0.011
H -0.596029 1.177974 4.549872 -0.014 -0.006 -0.005
H -1.524416 -4.853877 2.197139 0.047 -0.001 0.018
H -0.027738 6.966768 0.168950 -0.017 0.015 -0.008
H -3.855240 -0.170452 -6.163965 0.005 0.003 0.005
H -4.846138 0.019443 2.351607 0.000 0.002 0.017
H -1.156125 -5.517595 -0.519700 0.037 0.033 -0.038
H 3.108138 -0.305594 -1.905218 0.004 0.007 -0.048
H 2.067320 -0.232063 1.904426 -0.029 0.057 -0.022
H 0.221183 -1.099552 3.079591 0.047 -0.059 0.007
H 1.982603 -2.376067 -2.499739 0.007 -0.002 -0.017
H -1.058679 -2.201066 3.575556 0.067 0.025 -0.024
H 3.910599 5.397334 2.394329 -0.011 -0.013 0.006
H -1.886379 3.289369 -1.058550 -0.007 0.021 0.017
H 0.588920 -5.807950 -0.577911 -0.050 0.028 -0.022
H 2.897677 -2.873047 2.144119 -0.028 -0.055 -0.004
H -1.935093 0.375993 -7.651750 -0.010 -0.002 -0.018
H -0.761788 -1.939038 -3.090158 -0.036 -0.032 0.050
H 2.103662 -0.894597 -0.558502 0.026 0.063 0.038
H -1.909559 5.774635 -1.003253 0.000 0.007 0.006
H -1.403340 -3.567090 -3.290131 0.009 0.041 0.019
H 4.648533 3.034352 3.113849 -0.028 -0.005 -0.014
```
Forces are in eV/Å.

Output
Orbital gap (spin up / spin down)   5.4329 / 5.5151 eV
Multiplicity   2
DFT total energy   -3607.798864 a.u.
Total charge   -2

***

Entry from the Open Molecules 2025 dataset: a structure of composition C35H40N4O3S2V (wB97M-V/def2-TZVPD).

XYZ file:
```
85
Properties=species:S:1:pos:R:3:forces:R:3
V -1.881280 0.778768 -0.500753 -0.140 0.178 0.079
S -0.424337 2.649753 -0.173676 0.121 -0.031 -0.097
S 0.483532 -0.641832 0.985512 -0.039 -0.067 0.012
O -0.959976 -0.594905 0.352102 0.169 -0.140 0.099
O -1.701274 0.413762 -2.244780 -0.034 -0.011 -0.072
O -2.947181 1.393673 0.751060 -0.089 0.019 0.024
N 1.915116 1.797732 -1.236506 -0.056 0.031 0.004
N 2.041991 2.850932 0.774320 0.018 0.050 0.007
N -3.530796 -0.396646 -0.976825 0.074 -0.064 0.030
N -3.430828 -1.051821 -2.195655 0.012 0.056 -0.012
C 0.804799 -4.596099 0.418970 -0.003 -0.006 -0.003
C 3.029217 1.914220 3.396263 0.000 0.006 0.013
C -1.014743 -0.244728 3.232142 -0.001 -0.014 -0.005
C 1.079926 -1.444407 3.528074 0.013 0.018 0.024
C -4.127212 1.145997 1.373262 0.032 -0.049 -0.082
C -6.190038 -0.093186 1.508898 0.007 0.022 0.018
C -2.439395 -0.564568 -2.843610 -0.050 0.033 0.028
C 0.306621 -3.367803 0.806822 0.028 -0.009 -0.005
C 1.066517 -2.232256 0.533710 -0.055 -0.015 0.040
C 0.134083 -0.830808 2.717787 -0.074 0.073 -0.026
C -1.016699 -0.351743 -4.852712 -0.008 0.050 -0.025
C 2.296709 -2.296837 -0.105542 0.024 0.006 -0.019
C -4.980142 0.165543 0.854953 -0.010 -0.029 -0.007
C -4.650610 -0.534956 -0.355577 -0.002 0.013 -0.015
C 1.297177 2.385588 -0.219503 0.039 0.009 0.019
C 2.044093 -4.679956 -0.213931 -0.005 -0.004 0.000
C 1.308291 1.344457 -2.492024 0.007 -0.067 -0.022
C -1.227568 -0.300126 4.600946 0.029 -0.005 0.043
C -5.657116 1.573141 3.149432 0.023 0.035 0.016
C -1.333412 -1.808277 -6.731289 0.004 0.008 -0.008
C -0.292160 -0.905998 5.429871 -0.035 0.007 -0.012
C 3.255760 0.119845 -3.663364 -0.001 0.014 0.012
C -2.058397 -0.992353 -4.185774 0.080 -0.004 0.010
C 1.694554 2.638281 3.222841 0.004 0.014 0.022
C -0.655746 -0.759156 -6.125830 -0.010 -0.021 0.013
C 4.288313 0.058290 -2.540466 -0.040 0.045 0.011
C 0.857189 -1.474006 4.896532 0.013 -0.023 -0.028
C -6.523742 0.602802 2.652674 -0.019 -0.032 -0.021
C -2.377042 -2.444938 -6.069431 -0.015 -0.021 -0.012
C 4.236918 2.844065 3.454249 -0.007 0.003 0.002
C -2.744543 -2.041942 -4.799545 0.023 0.006 0.027
C 2.329537 1.335525 -3.625184 -0.009 0.032 -0.041
C 1.615153 3.542643 1.998834 -0.008 -0.072 -0.036
C 2.790598 -3.540965 -0.473425 -0.004 0.023 -0.010
C -4.454548 1.851565 2.518088 -0.011 0.009 0.005
H -3.784034 2.616915 2.885115 0.001 -0.005 0.002
H 2.644203 -0.788371 -3.662808 0.021 -0.004 0.004
H 1.578348 -1.954073 5.543737 -0.002 0.000 0.001
H -5.927766 2.128833 4.037340 -0.002 -0.002 -0.001
H 4.970818 -0.778830 -2.680492 -0.002 -0.013 0.009
H -2.125107 0.133778 5.020696 -0.002 -0.001 -0.005
H 2.861472 -1.395006 -0.307949 -0.037 -0.037 0.034
H 0.883530 1.907446 3.178587 -0.043 -0.033 -0.004
H -7.458534 0.402782 3.156553 0.001 0.001 -0.001
H 5.151802 2.286098 3.647620 0.002 0.002 0.003
H 3.042523 2.732950 0.684324 -0.004 0.019 -0.018
H 0.234589 -5.493738 0.614604 0.005 -0.002 -0.003
H -6.858378 -0.842759 1.104135 -0.007 0.002 0.009
H 0.602226 3.902855 1.849018 -0.009 0.038 -0.002
H -1.054109 -2.126709 -7.726704 -0.003 0.000 0.001
H -5.387346 -1.196242 -0.804161 -0.005 0.001 0.004
H 4.123323 3.580856 4.250927 0.000 -0.001 -0.003
H -2.907771 -3.255397 -6.549814 0.005 0.000 -0.001
H 2.979730 1.331332 4.317951 -0.001 -0.006 -0.004
H 0.481723 2.015182 -2.723774 -0.001 0.009 0.023
H 2.910135 2.263551 -3.594813 0.004 -0.002 0.007
H -0.648386 -3.285875 1.309822 0.000 0.004 0.003
H -3.556800 -2.527881 -4.277429 -0.002 -0.005 -0.002
H -0.463419 -0.943333 6.497161 0.003 0.005 -0.001
H 2.259502 4.414759 2.106271 0.017 -0.018 -0.004
H -0.513966 0.481046 -4.381860 0.017 0.009 0.004
H -1.735496 0.235402 2.584627 0.028 -0.012 0.015
H 3.159496 1.177789 2.593037 -0.002 0.009 -0.011
H 1.966625 -1.901698 3.107971 0.009 0.003 -0.006
H 3.785495 0.127588 -4.616877 -0.005 0.001 -0.005
H 0.145006 -0.256760 -6.651883 -0.002 0.005 0.006
H 4.897523 0.965763 -2.514343 0.000 0.004 -0.005
H 3.824628 -0.069507 -1.557211 0.044 -0.008 -0.042
H 1.767640 1.377644 -4.559712 -0.010 -0.037 -0.004
H 2.428885 -5.648093 -0.505442 -0.004 -0.001 0.004
H 3.751509 -3.617730 -0.963080 0.002 0.000 -0.001
H 1.502348 3.265825 4.097032 -0.005 -0.012 0.003
H 4.390234 3.398911 2.524142 -0.003 -0.003 -0.001
H 2.925283 1.778651 -1.208934 0.006 -0.025 -0.002
H 0.895206 0.339772 -2.355327 -0.012 0.033 -0.005
```
Forces are in eV/Å.

Output
Orbital gap (spin up / spin down)   6.3987 / 7.0624 eV
Energy above the lowest of the compared OMol25 structures with the same formula, charge and spin   1.20 kcal/mol
Multiplicity   2
DFT total energy   -3542.409792 a.u.
Total charge   +2